Entry 1:
Formula: C6H12N2
Source: the Open Molecules 2025 dataset
Level of theory: the ωB97M-V functional and the def2-TZVPD basis

XYZ file:
```
20
Properties=species:S:1:pos:R:3:forces:R:3:lowdin_charge:R:1
C -0.57796 -2.07480 -0.31261 1.698 -5.602 -1.621 -0.0781
C -0.71232 -0.64801 0.14629 -1.867 -4.585 0.263 -0.5730
C -0.56969 -0.04520 1.49475 1.242 0.741 1.683 -0.0598
C 0.24554 1.06180 0.77271 1.752 -1.616 -2.424 -0.2847
C 1.74692 1.21421 1.04412 3.939 3.636 1.887 -0.1106
C -0.68660 0.87120 -2.28023 2.033 -5.261 8.422 0.0116
H 0.42358 -2.48320 -0.00530 -0.633 0.776 0.233 0.0501
H -0.29324 -2.01080 -1.49114 -1.475 -0.366 2.542 0.0995
H -1.20143 -3.27412 -0.03356 0.905 4.405 -0.920 0.1602
H -1.63136 -0.31770 -0.20417 -2.328 0.924 -0.803 0.0741
H -1.53630 0.30558 1.75437 -0.611 0.266 1.300 0.0958
H 0.04342 -0.50238 2.30981 -0.848 -0.029 -0.812 0.1345
H -0.45428 1.75639 0.32420 0.481 1.426 0.654 0.1263
H 2.16728 0.24539 1.54040 -0.847 1.727 -1.313 0.0876
H 2.16888 2.13778 1.83126 -1.778 -2.469 -1.727 0.1090
H 2.48163 1.59259 0.09503 -2.584 -1.639 2.198 0.1239
H -1.71017 0.71269 -1.60084 2.695 1.123 -1.835 0.1326
H -0.73048 1.15432 -3.20260 -0.429 1.764 -5.544 -0.0179
N 0.35631 0.01053 -0.31689 3.316 1.536 -3.358 -0.1673
N 0.47028 0.29374 -1.86560 -4.661 3.243 1.177 0.0863
```
Forces are in eV/Å.

Net charge: 0
E_LUMO in eV: 0.586


Entry 2:
Formula: C23H37Cl5N2O3PPt
Source: the Open Molecules 2025 dataset
Level of theory: the ωB97M-V functional and the def2-TZVPD basis

XYZ file:
```
72
Properties=species:S:1:pos:R:3:forces:R:3:lowdin_charge:R:1
Pt 0.30978 -0.31508 -0.16407 0.142 -0.134 -0.005 1.0674
C -0.09395 5.16716 -0.57084 0.003 0.015 -0.005 0.0089
N -0.52812 3.87033 -0.03302 -0.010 -0.008 0.028 -0.0972
C -1.52624 3.92291 1.04319 -0.004 -0.008 -0.004 0.0170
C -0.06401 2.72422 -0.46977 0.039 -0.009 -0.041 -0.3638
O -0.44080 1.63443 0.05081 0.014 -0.044 -0.005 -0.1721
C 0.93548 2.70832 -1.62179 -0.012 0.011 0.028 -0.0936
O 0.92735 1.47099 -2.29951 0.006 0.010 0.018 -0.1471
C -0.10256 1.32789 -3.25177 -0.020 -0.039 0.019 -0.0918
C -1.13999 0.29140 -2.83002 0.006 0.014 0.068 -0.3620
O -0.94173 -0.48027 -1.84401 -0.036 0.059 -0.144 -0.1798
N -2.23411 0.17654 -3.54623 0.027 -0.014 0.012 -0.1047
C -2.50134 0.95919 -4.75890 -0.010 -0.007 0.007 0.0122
C -3.28600 -0.77506 -3.17143 -0.001 0.002 -0.007 0.0178
H -0.26694 5.91844 0.19478 0.004 -0.002 -0.002 0.1093
H 0.96828 5.16919 -0.80087 -0.004 -0.004 -0.001 0.1000
H -0.67143 5.43686 -1.45536 -0.002 0.001 0.003 0.1145
H -2.30706 4.62283 0.75265 -0.003 0.008 -0.003 0.1119
H -1.95350 2.93949 1.20089 0.008 0.017 -0.004 0.0729
H -1.05925 4.27484 1.96273 0.010 -0.002 -0.006 0.1126
H 0.74594 3.52967 -2.31426 -0.002 -0.005 -0.001 0.1345
H 1.93985 2.84475 -1.21571 0.009 0.003 0.013 0.1551
H -0.59428 2.28250 -3.45203 -0.006 -0.004 0.008 0.1443
H 0.34926 0.99081 -4.18909 -0.002 0.003 -0.001 0.1559
H -1.58952 1.34758 -5.20044 -0.007 -0.006 -0.003 0.0910
H -2.97041 0.30374 -5.48899 -0.010 -0.008 -0.005 0.1130
H -3.18437 1.77916 -4.53671 0.005 -0.004 0.007 0.1171
H -3.18797 -1.04673 -2.12662 -0.002 0.007 -0.004 0.0932
H -4.25011 -0.29920 -3.33630 -0.006 0.002 -0.003 0.1102
H -3.22283 -1.66635 -3.79593 0.004 0.005 -0.002 0.1110
Cl -0.89890 0.64452 2.86767 -0.063 0.012 0.008 0.7787
C 0.80343 0.51742 2.70532 -0.005 -0.038 -0.076 -0.6750
C 1.34780 -0.08312 1.55635 0.199 0.038 0.147 -0.3696
C 2.68848 -0.34719 1.61862 -0.200 0.073 0.028 -0.3789
Cl 3.32075 -1.92523 0.63191 -0.414 -0.199 1.366 0.9270
C 3.51927 0.04842 2.63725 0.148 -0.077 -0.076 -0.5304
Cl 5.24779 -0.33129 2.57286 -0.152 0.506 1.432 1.0371
C 3.01604 0.75254 3.71857 -0.155 -0.022 -0.094 -0.6886
Cl 4.04778 1.29005 4.95637 -0.027 0.026 0.017 0.8065
C 1.61950 0.95040 3.75867 0.161 0.015 0.099 -0.6759
Cl 0.94462 1.71476 5.12031 -0.010 -0.003 -0.025 0.7945
C 6.06235 -2.46398 0.78896 -0.244 -0.039 0.373 -0.0583
C 5.03830 -1.37319 0.78136 0.773 -0.628 -3.224 -0.7475
C 4.82328 -0.61261 -0.37995 0.414 0.783 0.522 -0.0504
P 1.10463 -2.27948 -0.43115 -0.743 0.251 -0.758 0.9340
C 1.53423 -2.73671 -2.16403 0.168 -0.134 0.270 -0.5218
C 2.92045 -3.37040 -2.36413 -0.188 0.059 -0.023 -0.0837
C 0.39636 -3.60310 -2.72339 0.040 0.027 -0.030 -0.0729
C 0.55992 -3.70046 0.55110 0.006 -0.128 0.136 -0.5473
C 1.48993 -4.91581 0.53074 -0.003 -0.091 0.283 -0.0723
C 0.16027 -3.26631 1.96414 -0.115 0.031 -0.027 -0.0908
H 7.01683 -2.02142 0.49451 -0.009 0.043 0.071 0.1290
H 5.83367 -3.19930 0.01670 0.024 -0.127 -0.051 0.0995
H 6.16057 -2.95556 1.75668 0.047 0.033 -0.030 0.1046
H 3.85201 -3.07652 0.07876 0.074 -0.139 0.049 0.0436
H 2.79440 -2.63223 1.68471 -0.009 0.082 -0.258 0.1015
H 4.15603 0.23643 -0.25758 -0.443 -0.238 -0.378 0.0768
H 5.56917 -0.48194 -1.15713 0.259 -0.069 0.270 0.1093
H 1.50469 -1.76486 -2.66439 0.083 0.006 0.028 0.1022
H 3.05201 -4.29936 -1.80690 0.005 0.058 -0.003 0.0769
H 3.71119 -2.66126 -2.12607 0.176 0.010 0.061 0.0598
H 3.03965 -3.61969 -3.41887 -0.039 0.010 -0.014 0.1075
H 0.33686 -4.57916 -2.24855 0.010 -0.067 0.064 0.0847
H 0.60013 -3.77543 -3.78187 -0.020 0.045 0.010 0.1086
H -0.56401 -3.09985 -2.64104 -0.143 -0.006 0.013 0.0749
H -0.36407 -3.97501 0.00258 0.150 0.163 0.041 0.1419
H 2.46640 -4.71919 0.99090 -0.068 0.008 -0.031 0.0740
H 1.64499 -5.31773 -0.46244 0.055 -0.039 -0.157 0.0722
H 1.03221 -5.70258 1.13206 0.027 0.001 -0.023 0.1103
H 1.02713 -3.03199 2.59238 0.023 -0.022 0.003 0.0786
H -0.36854 -4.08678 2.44929 0.029 -0.002 0.011 0.1094
H -0.49500 -2.39292 1.95682 0.041 -0.071 0.011 0.0627
```
Forces are in eV/Å.

Net charge: +3
E_LUMO in eV: -10.739


Entry 3:
Formula: C23H49N3P4ReS
Source: the Open Molecules 2025 dataset
Level of theory: the ωB97M-V functional and the def2-TZVPD basis

XYZ file:
```
81
Properties=species:S:1:pos:R:3:forces:R:3:lowdin_charge:R:1
Re 0.34762 -0.51040 -0.46494 -0.368 1.862 0.044 0.2785
P -0.84281 -0.41969 -2.50971 -1.299 -0.040 -2.334 0.6731
P 1.95999 -2.09230 -0.00950 2.380 -1.864 -0.229 0.6478
P 2.16882 1.11100 -1.97702 0.441 0.134 -0.734 0.7862
H -2.74773 2.27957 2.77767 0.144 0.527 -0.386 0.0559
C -2.20611 2.95148 2.08736 -0.831 0.878 -0.055 -0.0756
C -2.61284 3.12230 0.81711 0.420 -0.899 0.586 -0.0555
H -3.49735 2.59313 0.46194 0.251 -0.028 -0.138 0.0578
C -2.65363 -0.69860 -2.45989 0.148 -0.305 0.570 -0.2235
C -0.37249 -1.50477 -3.91721 0.264 -0.229 0.322 -0.1960
C -0.99193 1.19064 -3.34501 0.365 0.550 0.192 -0.2267
C 2.99665 -1.61536 1.41186 -0.335 0.416 0.255 -0.2281
C 1.61946 -3.84001 0.41747 -0.658 0.043 -0.206 -0.2190
C 3.23329 -2.25733 -1.33173 -0.352 -0.030 -0.193 -0.2097
C 1.67908 2.86764 -2.28278 -0.450 -0.005 0.281 -0.2316
C 2.55445 0.57724 -3.70409 0.012 -0.411 0.080 -0.2417
C 3.85527 1.41353 -1.28490 0.029 -0.469 0.377 -0.2259
H -1.55549 3.68823 2.58508 0.221 -0.808 -0.387 0.0691
H -2.06618 3.70191 0.06980 -0.465 0.327 0.427 0.0507
H -3.09931 -0.08714 -1.67074 -0.014 -0.008 -0.368 0.0315
H -2.89766 -1.74945 -2.30485 -0.105 0.013 -0.036 0.0496
H -3.05442 -0.37347 -3.42431 0.001 -0.214 0.204 0.0771
H -0.18823 -2.52492 -3.56277 -0.031 0.133 -0.112 0.0564
H 0.52185 -1.15006 -4.44097 -0.173 -0.070 0.236 0.0452
H -1.19639 -1.53642 -4.64226 0.111 0.144 0.228 0.0835
H -1.24328 1.96851 -2.62538 -0.019 0.120 -0.006 0.0548
H -1.81231 1.12974 -4.06422 0.130 -0.108 0.071 0.0786
H -0.10362 1.48576 -3.89808 0.018 0.015 0.152 0.0318
H 3.74998 -2.38785 1.58157 -0.050 -0.007 -0.120 0.0836
H 2.39152 -1.51334 2.31447 0.038 -0.035 0.022 0.0484
H 3.48518 -0.65844 1.23232 0.027 -0.042 -0.043 0.0303
H 2.55863 -4.39026 0.55554 -0.115 0.283 -0.058 0.0838
H 1.04627 -4.33600 -0.37144 0.136 0.032 -0.023 0.0603
H 1.04412 -3.92434 1.34550 0.117 0.106 -0.018 0.0420
H 3.91505 -3.08002 -1.07571 -0.164 0.206 0.015 0.0825
H 3.82002 -1.33957 -1.44726 -0.152 -0.171 0.162 0.0304
H 2.77202 -2.48200 -2.30096 0.025 -0.057 0.216 0.0560
H 2.40689 3.54386 -1.81627 -0.261 -0.240 -0.050 0.0608
H 0.68802 3.05102 -1.85791 0.157 0.223 -0.147 0.0206
H 1.66722 3.09571 -3.35722 -0.078 -0.206 0.276 0.0754
H 3.33533 1.22956 -4.11267 -0.155 -0.008 0.170 0.0787
H 1.68641 0.63698 -4.37029 0.222 0.052 0.250 0.0303
H 2.93339 -0.44983 -3.73097 -0.043 0.150 0.026 0.0474
H 3.91122 2.38910 -0.78801 -0.168 -0.304 -0.024 0.0535
H 4.56839 1.43004 -2.11519 -0.112 -0.029 0.077 0.0753
H 4.16817 0.63632 -0.58009 0.028 0.189 -0.130 0.0247
C 1.54994 2.85383 1.45867 -0.186 -1.189 -0.264 -0.5356
C 2.66848 2.92527 2.31634 0.635 0.287 0.104 -0.0627
C 3.06702 4.15432 2.83572 -0.088 -0.979 0.020 0.0097
C 2.32278 5.31870 2.55917 0.159 -0.332 -0.010 0.0526
C 1.23101 5.24311 1.67915 -0.898 -0.398 -0.214 0.0074
C 0.82723 4.01704 1.15339 -0.419 0.956 -0.277 -0.1023
S 0.89696 1.25961 0.96891 -0.173 1.505 0.835 0.6598
H 0.01453 -1.94883 -1.28589 0.493 0.091 0.178 -0.0540
H 3.21510 2.00578 2.50011 0.076 0.242 0.279 0.1157
H 3.92541 4.18311 3.50580 -0.179 0.095 -0.200 0.1412
H 2.58382 6.25576 3.05040 -0.048 -0.163 -0.213 0.1486
H 0.61921 6.13219 1.49293 0.349 -0.322 -0.074 0.1445
H -0.06217 3.92558 0.52720 0.369 0.243 0.233 0.0810
C -4.28194 -2.60316 1.27909 -1.208 -0.400 -0.075 -0.0742
N -3.10939 -3.51320 1.30695 1.141 2.673 0.126 -0.0224
C -2.57833 -3.62592 2.68124 -0.240 -1.306 0.974 -0.0878
N -2.27614 -2.31494 3.30365 -0.034 0.936 -2.818 -0.0179
C -3.49297 -1.47665 3.23798 -0.811 0.457 1.133 -0.0928
N -3.95866 -1.26765 1.84773 2.511 -1.231 -0.198 -0.0208
C -3.01674 -0.51455 1.04943 -1.260 0.342 0.166 -0.2299
P -1.34956 -1.40255 0.81623 0.785 0.347 -0.481 0.8369
C -2.08785 -3.10856 0.36744 -0.467 -1.040 0.098 -0.2180
C -1.12923 -1.64361 2.68965 -0.179 -0.752 1.105 -0.2183
H -5.06748 -3.05016 1.91315 0.231 0.203 -0.437 0.1674
H -4.63073 -2.48948 0.24425 0.017 -0.100 0.338 0.1601
H -1.66659 -4.23831 2.66867 -0.353 0.084 0.062 0.1575
H -3.36214 -4.10741 3.28924 0.450 0.073 -0.141 0.1686
H -3.28072 -0.50095 3.69499 -0.172 -0.331 -0.019 0.1571
H -4.30534 -2.00255 3.76901 0.417 0.380 -0.019 0.1663
H -3.45747 -0.34347 0.06067 0.188 -0.086 0.293 0.0840
H -2.77540 0.45799 1.51250 -0.071 -0.330 -0.116 0.0744
H -1.27395 -3.84857 0.37451 -0.110 0.312 -0.013 0.1029
H -2.50382 -3.03455 -0.64852 0.150 0.051 0.334 0.1014
H -0.98483 -0.64110 3.11385 -0.096 -0.179 -0.065 0.1140
H -0.21259 -2.22783 2.85308 -0.266 0.042 -0.087 0.1074
```
Forces are in eV/Å.

Net charge: +4
E_LUMO (spin up / spin down) in eV: -12.744 / -15.527
Multiplicity: 4


Entry 4:
Formula: C4H5BrN2
Source: the Open Molecules 2025 dataset
Level of theory: the ωB97M-V functional and the def2-TZVPD basis

XYZ file:
```
12
Properties=species:S:1:pos:R:3:forces:R:3:lowdin_charge:R:1
C 1.58016 -0.59447 1.02599 2.077 1.544 -1.297 -0.2025
C 1.21585 -0.00820 -0.17632 -1.262 -1.315 2.074 -0.0687
C -0.55515 -0.30632 1.10847 2.811 -1.490 2.883 -0.7682
C -1.00711 0.48206 -1.18832 -1.707 2.086 -0.146 -0.0509
N 0.55258 -0.74761 1.84651 -3.434 0.662 -0.278 0.0367
N -0.15384 0.10008 -0.08191 -0.947 0.219 -1.603 -0.1783
Br -2.30131 -0.21316 1.81626 0.692 -0.048 -0.473 0.7479
H 2.66195 -0.65399 1.28121 -1.166 -0.594 0.241 0.1129
H 1.72981 0.08801 -1.06883 0.755 0.476 -1.482 0.0879
H -0.59844 0.12491 -2.09738 0.681 -0.339 -0.836 0.0655
H -2.08416 0.10334 -1.20966 1.598 0.353 0.837 0.0991
H -1.04032 1.62536 -1.25602 -0.098 -1.554 0.079 0.1185
```
Forces are in eV/Å.

Net charge: 0
E_LUMO in eV: 0.664
SMILES: Cn1ccnc1Br


no.,strongest force on any atom (eV Å⁻¹)
1,10.136
2,3.374
3,3.032
4,4.294